The following is a quantum chemistry calculation of a structure of composition C21H36Cl2InN3O4, from OMol25.

The geometry in XYZ format:
```
67
Properties=species:S:1:pos:R:3:forces:R:3
Cl -0.5803 -3.1511 0.6979 -0.7 -0.7 1.2
O -2.0006 0.0801 0.3287 -1.1 0.1 -0.9
O -0.9176 0.7195 -2.2340 0.6 0.2 1.3
C -3.9823 -1.0213 -2.4882 0.0 0.3 0.3
H 1.2118 0.9029 -5.5069 -0.1 -0.3 -0.2
H 4.4518 0.5231 -1.9366 -0.1 -0.4 -0.2
H -1.3609 -3.3006 -4.6761 0.2 0.2 -0.3
H 1.5782 2.8574 -2.1153 0.2 -0.4 0.2
H -3.7066 -1.9415 -3.0197 0.0 0.2 0.1
C -0.5524 2.7867 0.2339 0.5 -1.1 -0.1
H -1.2548 -1.5030 -2.9649 0.4 0.2 -0.6
H 1.0012 -0.8128 -7.3534 -0.2 -0.2 0.3
H -0.0414 4.9396 2.3687 0.0 -0.1 -0.1
C 0.0339 -0.2447 -4.1386 0.8 0.4 0.1
H 3.2437 2.2988 -2.4022 -0.7 -0.4 0.2
H -2.1719 5.4042 0.7759 0.1 -0.1 -0.2
C 0.4398 4.6741 1.4200 0.0 -0.1 -0.1
N -0.5393 4.0856 0.4990 0.1 0.4 0.3
Cl 3.1608 -0.3159 0.6280 0.4 0.2 0.6
In 0.8585 -0.0396 -0.0042 -2.1 -1.0 0.2
H -4.8391 -2.1690 -0.2129 0.2 0.1 0.0
C 0.3388 -0.5482 5.1659 0.1 -0.1 0.3
H -2.1918 4.4313 -0.7310 0.1 0.2 0.2
H -3.3436 -3.0318 -0.6330 0.0 0.1 0.2
C 0.5345 -0.9947 -6.3804 0.0 0.2 0.1
C -0.7241 -1.3963 -3.9240 0.0 -0.2 0.2
H 0.8382 5.5937 0.9838 0.0 -0.1 0.0
C 2.3001 2.0647 -1.8516 0.4 0.0 0.8
H -0.2729 0.1479 4.5960 0.0 -0.1 0.1
C -3.7443 -2.0810 -0.2623 0.2 -0.3 -0.1
H 1.0847 0.0007 5.7640 -0.2 -0.1 -0.3
C 1.6992 0.6582 -2.1222 0.4 1.0 -3.7
C 0.2729 -2.1884 -0.4501 1.2 1.2 -0.9
O 0.3225 1.9926 0.6890 -0.5 0.7 -0.6
H -0.2757 -1.1208 5.8743 0.0 0.1 -0.3
H 4.3979 -1.2455 -1.9595 -0.2 0.2 -0.1
H 2.0855 -3.2383 4.0407 -0.1 0.1 0.2
N -3.3725 -1.0065 -1.1620 -0.4 0.0 0.1
O 0.2763 -0.3802 2.3425 1.2 -1.0 0.8
C 0.1709 0.7957 -2.9929 -0.7 -0.4 0.1
C -0.8013 -2.3906 -4.8982 0.3 0.6 -0.3
H -2.8039 0.9422 -1.3673 0.2 -0.2 0.2
H -0.2419 -2.9368 -6.9106 0.1 0.1 0.0
H -1.0864 5.8288 -0.5682 0.0 -0.3 0.1
C 4.0789 -0.3441 -2.5028 0.1 0.5 0.5
H 1.5971 -1.9449 2.3354 -0.2 0.1 0.3
C 1.8112 -2.5281 4.8283 0.0 0.2 -0.2
H 1.2501 3.9637 1.5998 -0.2 0.1 -0.1
H -1.3678 2.4275 -0.4241 0.6 0.0 0.2
H 1.2418 -3.0474 5.6099 0.0 0.1 -0.3
C 0.6457 -0.0216 -5.3781 -0.3 -0.7 0.4
C 2.5690 -0.3073 -2.5900 -0.4 0.0 0.2
H -0.2684 -2.2693 -1.3966 0.4 0.2 0.2
H 1.2780 -2.6285 -0.5246 -0.3 0.1 -0.3
C -1.5554 4.9918 -0.0345 -0.1 -0.3 0.0
C -2.6884 0.0668 -0.7084 0.6 0.0 0.6
H -5.0782 -0.9797 -2.4149 0.1 0.0 0.0
N 0.9961 -1.4591 4.2460 0.2 -0.1 0.1
H -3.6186 -0.1561 -3.0534 0.0 -0.2 0.1
H 0.1693 1.8208 -3.4627 1.1 -0.5 0.1
H 2.1344 -1.1934 -3.0749 0.0 0.3 0.2
H 4.6281 -0.3647 -3.4643 -0.7 0.0 0.1
C 0.9569 -1.2650 2.9244 -0.7 0.9 -1.0
H 2.7284 -2.1326 5.2880 -0.2 0.0 -0.1
H -3.3359 -1.8744 0.7310 0.0 -0.1 -0.3
H 2.5665 2.1626 -0.7780 -0.1 0.2 -0.5
C -0.1656 -2.1806 -6.1377 -0.2 0.0 0.5
```
Positions in Å, forces in eV/Å.

For the HOMO-LUMO gap, the calculation gives 7.40 eV. The calculation puts the lowest unoccupied orbital energy at 0.14 eV. For the energy above the lowest of the compared OMol25 structures with the same formula, charge and spin, the calculation gives 3.027 eV. For the HOMO energy, the calculation gives -7.26 eV. The value obtained for the calculated total energy is -65238.8789 eV. The spin multiplicity is 1.

Let us look at the natural (NBO) charges, expressed in e, one per atom: number 1, Cl, carries -0.07; number 2, O, carries -0.68; number 3, O, carries -0.94; number 4, C, carries -0.41; number 5, H, carries 0.21; number 6, H, carries 0.23; number 7, H, carries 0.21; number 8, H, carries 0.22; number 9, H, carries 0.20; number 10, C, carries 0.57; number 11, H, carries 0.22; number 12, H, carries 0.21; number 13, H, carries 0.20; number 14, C, carries -0.07; number 15, H, carries 0.21; number 16, H, carries 0.20; number 17, C, carries -0.42; number 18, N, carries -0.39; number 19, Cl, carries -0.64; number 20, In, carries 1.66; number 21, H, carries 0.18; number 22, C, carries -0.42; number 23, H, carries 0.23; number 24, H, carries 0.20; number 25, C, carries -0.22; number 26, C, carries -0.16; number 27, H, carries 0.20; number 28, C, carries -0.66; number 29, H, carries 0.25; number 30, C, carries -0.42; number 31, H, carries 0.20; number 32, C, carries -0.36; number 33, C, carries -0.87; number 34, O, carries -0.71; number 35, H, carries 0.20; number 36, H, carries 0.25; number 37, H, carries 0.22; number 38, N, carries -0.44; number 39, O, carries -0.66; number 40, C, carries 0.20; number 41, C, carries -0.24; number 42, H, carries 0.15; number 43, H, carries 0.21; number 44, H, carries 0.21; number 45, C, carries -0.69; number 46, H, carries 0.16; number 47, C, carries -0.40; number 48, H, carries 0.25; number 49, H, carries 0.21; number 50, H, carries 0.20; number 51, C, carries -0.22; number 52, C, carries 0.04; number 53, H, carries 0.22; number 54, H, carries 0.21; number 55, C, carries -0.40; number 56, C, carries 0.59; number 57, H, carries 0.18; number 58, N, carries -0.41; number 59, H, carries 0.23; number 60, H, carries 0.13; number 61, H, carries 0.21; number 62, H, carries 0.23; number 63, C, carries 0.56; number 64, H, carries 0.20; number 65, H, carries 0.25; number 66, H, carries 0.23; number 67, C, carries -0.23



The following is a quantum chemistry calculation of a cluster of 2 separate species, C21H36ClF9NO2 in total, from OMol25.

The geometry in XYZ format:
```
70
Properties=species:S:1:pos:R:3:forces:R:3
H -5.9661 1.2491 -2.2927 0.1 -0.2 0.1
H 5.5281 -1.8027 2.6833 0.0 0.0 0.0
H 5.8521 -2.1672 1.0046 0.0 0.2 -0.2
C -2.6375 -2.2598 -1.6602 -0.3 0.1 0.0
C -7.1642 2.2770 -0.3409 0.1 -0.1 0.1
C 6.0459 -1.4417 1.7960 -0.1 -0.7 0.1
C -6.0375 1.6258 0.4751 -0.1 -0.1 -0.2
H 4.5699 -0.4178 -0.4929 0.0 -0.1 0.0
H -3.9567 0.3582 -0.6898 0.2 0.3 -0.1
C 1.7004 -0.4934 -0.6740 -0.1 0.2 0.4
H -2.2464 -0.3464 -2.4816 0.0 0.3 -0.1
H 2.4214 0.3103 -0.6443 0.0 0.2 0.1
F 5.9365 0.8939 2.1958 0.0 0.0 0.0
H 1.7200 2.3202 -0.7674 0.1 0.0 -0.2
C 0.6262 -0.2814 -1.7381 1.1 0.0 0.0
H 0.8740 -0.9396 -2.5603 -0.4 -0.2 -0.2
C 0.9216 -0.7405 0.6203 0.1 -0.2 0.3
F 2.4264 -1.6537 -0.9486 -0.1 0.0 -0.2
H -4.4151 -2.5788 -0.5468 -0.1 -0.3 0.0
H -7.7272 2.9684 0.2745 -0.1 0.2 0.0
H -2.8811 -0.5710 0.3350 0.3 0.0 0.1
H 9.8290 -0.2849 2.4200 0.0 0.0 0.0
C 0.6543 0.4623 1.5606 0.2 0.0 -0.3
C 5.1661 0.3286 0.0397 -0.1 -0.1 -0.2
C 9.4023 -0.3339 1.4164 0.1 0.0 0.0
C -3.8594 -0.5672 -0.1297 0.0 -0.5 -0.1
H -2.1822 -2.9673 -0.9738 0.3 0.0 0.1
C -6.1875 0.1218 0.6621 -0.1 -0.2 0.1
H 1.4685 -1.4613 1.2185 0.4 -0.1 0.0
C -0.2596 -1.4933 0.0400 0.1 -0.3 -0.1
H 2.4686 1.5457 1.3334 0.2 -0.1 0.0
H -4.6484 -1.5272 -1.8995 -0.1 0.1 -0.2
O 7.4028 -1.4495 2.1909 0.0 0.8 -0.2
H -6.8853 -0.0390 1.4778 -0.2 -0.2 0.1
C -3.9640 -1.7549 -1.0885 0.0 0.0 0.2
H -7.8532 1.5029 -0.6788 -0.2 -0.1 -0.1
C 1.4067 1.7576 1.2967 -0.3 0.2 0.2
H 1.2023 2.3835 2.1578 0.0 0.1 0.2
H -6.6388 -0.3412 -0.2145 -0.1 0.0 -0.2
H -5.7018 2.7409 -3.1991 0.1 0.1 -0.2
C 5.3583 -0.0961 1.4990 0.5 0.2 0.1
C 8.4565 -1.5395 1.3088 -0.2 -0.3 0.1
H -5.1052 1.8693 -0.0229 0.2 0.1 -0.1
F 9.1857 -2.6113 1.6761 0.0 -0.1 -0.1
F 6.3235 0.5057 -0.6060 0.2 0.0 0.2
F 8.0440 -1.7459 0.0416 -0.1 0.2 0.1
H 0.0353 2.3196 -0.3039 -0.3 0.2 0.1
H -4.4452 -0.0822 1.8571 0.0 0.1 0.2
Cl -1.1016 0.8186 1.6967 -0.2 0.1 0.0
F 4.4857 1.5114 0.0194 0.0 0.0 0.0
H 0.6573 0.7363 -2.0975 -0.4 0.2 -0.1
C -1.6648 -1.1884 -2.1261 -0.5 -0.1 0.1
O -6.6808 3.0121 -1.4486 0.1 0.1 0.0
H 1.1218 3.6079 0.2120 -0.1 0.3 0.1
H 0.1533 -2.3763 -0.4438 -0.1 -0.2 0.0
H -7.3159 2.0169 -3.1436 -0.1 -0.1 -0.1
C 1.0367 2.5445 0.0462 0.4 -0.4 -0.3
F 10.3872 -0.4853 0.5065 -0.1 0.0 0.0
H -5.9843 2.0827 1.4571 0.1 0.2 0.2
H -1.0938 -1.5488 -2.9688 0.4 -0.1 0.0
N -0.6927 -0.6355 -1.0961 0.3 0.4 -1.2
C -4.8839 -0.5882 0.9979 0.0 0.5 0.1
F 8.7452 0.8130 1.1542 -0.2 0.0 -0.1
F 4.0656 -0.2279 1.9621 -0.1 -0.1 0.0
H -5.0706 -1.6112 1.3100 -0.1 -0.2 0.0
C -6.4069 2.2072 -2.5749 -0.1 0.1 0.3
H -1.0514 0.2707 -0.7858 -0.3 -0.3 0.7
H -2.8696 -2.8322 -2.5514 0.1 -0.2 -0.2
H -1.0462 -1.8211 0.6995 -0.3 0.4 0.1
H 0.9458 0.1415 2.5484 -0.1 -0.1 0.3
```
Positions in Å, forces in eV/Å.

For the HOMO-LUMO gap, the calculation gives 9.30 eV. The calculation puts the lowest unoccupied orbital energy at -2.41 eV. As for the total charge: +1. For the HOMO energy, the calculation gives -11.71 eV. The value obtained for the calculated total energy is -64919.1648 eV. The spin multiplicity is 1.

Let us look at the natural (NBO) charges, expressed in e, one per atom: number 1, H, carries 0.15; number 2, H, carries 0.23; number 3, H, carries 0.21; number 4, C, carries -0.41; number 5, C, carries -0.06; number 6, C, carries -0.13; number 7, C, carries -0.44; number 8, H, carries 0.14; number 9, H, carries 0.20; number 10, C, carries 0.19; number 11, H, carries 0.23; number 12, H, carries 0.21; number 13, F, carries -0.30; number 14, H, carries 0.20; number 15, C, carries -0.27; number 16, H, carries 0.25; number 17, C, carries -0.30; number 18, F, carries -0.36; number 19, H, carries 0.22; number 20, H, carries 0.20; number 21, H, carries 0.18; number 22, H, carries 0.16; number 23, C, carries -0.16; number 24, C, carries 0.52; number 25, C, carries 0.50; number 26, C, carries -0.41; number 27, H, carries 0.21; number 28, C, carries -0.40; number 29, H, carries 0.27; number 30, C, carries -0.23; number 31, H, carries 0.25; number 32, H, carries 0.21; number 33, O, carries -0.51; number 34, H, carries 0.22; number 35, C, carries -0.41; number 36, H, carries 0.16; number 37, C, carries -0.45; number 38, H, carries 0.24; number 39, H, carries 0.19; number 40, H, carries 0.19; number 41, C, carries 0.60; number 42, C, carries 0.85; number 43, H, carries 0.20; number 44, F, carries -0.31; number 45, F, carries -0.30; number 46, F, carries -0.32; number 47, H, carries 0.19; number 48, H, carries 0.20; number 49, Cl, carries -0.07; number 50, F, carries -0.34; number 51, H, carries 0.25; number 52, C, carries -0.22; number 53, O, carries -0.53; number 54, H, carries 0.25; number 55, H, carries 0.23; number 56, H, carries 0.18; number 57, C, carries -0.62; number 58, F, carries -0.31; number 59, H, carries 0.21; number 60, H, carries 0.23; number 61, N, carries -0.37; number 62, C, carries -0.39; number 63, F, carries -0.32; number 64, F, carries -0.35; number 65, H, carries 0.21; number 66, C, carries -0.25; number 67, H, carries 0.46; number 68, H, carries 0.24; number 69, H, carries 0.26; number 70, H, carries 0.24



Look up the HOMO-LUMO gap of the second one.
9.30 eV



Look up the calculated total energy of the first one.
-65238.8789 eV



Which of these has the lowest HOMO-LUMO gap?
C21H36Cl2InN3O4



Which value of calculated total energy does entry 2 give?
-64919.1648 eV